Density functional theory data (the ωB97M-V functional and the def2-TZVPD basis) for a 10-piece molecular cluster, C41H88N12O14P overall at a distorted geometry.

Geometry (Å):
C (2.542, -2.262, -2.905)
C (3.344, -1.155, -2.174)
C (2.458, 0.020, -1.735)
N (1.396, -0.350, -0.738)
C (0.701, 0.866, -0.504)
N (1.360, 1.955, 0.131)
N (-0.509, 1.018, -0.902)
C (-1.265, -0.040, -1.612)
C (-1.022, 0.149, -3.132)
C (-1.015, -1.197, -3.857)
O (-2.332, -1.551, -4.245)
P (2.049, -0.903, 0.753)
O (2.383, -2.315, 0.683)
O (0.831, -0.707, 1.807)
O (3.246, -0.038, 1.307)
O (4.481, -0.725, -2.889)
C (4.166, 0.173, -3.950)
C (4.410, 1.630, -3.589)
C (3.422, 2.538, -3.889)
C (3.597, 3.857, -3.540)
C (4.748, 4.221, -2.891)
C (5.744, 3.326, -2.608)
C (5.569, 2.005, -2.956)
H (2.224, -2.972, -2.134)
H (3.144, -2.772, -3.655)
H (1.623, -1.823, -3.307)
H (3.735, -1.640, -1.273)
H (1.933, 0.442, -2.598)
H (3.122, 0.821, -1.387)
H (0.838, 2.245, 0.956)
H (1.357, 2.741, -0.518)
H (-0.949, 1.927, -0.733)
H (-2.312, 0.122, -1.348)
H (-0.969, -1.036, -1.289)
H (-1.783, 0.833, -3.521)
H (-0.044, 0.615, -3.264)
H (-0.361, -1.080, -4.734)
H (-0.601, -1.998, -3.237)
H (-2.888, -0.764, -4.199)
H (0.013, -0.839, 1.302)
H (2.913, 0.726, 1.801)
H (4.846, -0.058, -4.779)
H (3.159, 0.040, -4.358)
H (2.513, 2.198, -4.381)
H (2.840, 4.607, -3.738)
H (4.878, 5.257, -2.589)
H (6.657, 3.602, -2.094)
H (6.292, 1.224, -2.747)
C (0.040, 2.222, -6.457)
O (0.104, 2.036, -5.248)
N (-1.075, 2.143, -7.193)
C (-1.060, 2.379, -8.626)
C (-2.343, 1.810, -6.547)
H (0.932, 2.479, -7.051)
H (-1.719, 3.216, -8.866)
H (-1.409, 1.487, -9.148)
H (-0.052, 2.615, -8.963)
H (-2.573, 2.552, -5.790)
H (-2.264, 0.838, -6.071)
H (-3.137, 1.788, -7.292)
C (-1.187, -1.568, 4.932)
O (-2.361, -1.330, 5.151)
N (-0.401, -2.364, 5.675)
C (0.992, -2.595, 5.343)
C (-0.968, -3.018, 6.851)
H (-0.654, -1.128, 4.068)
H (1.157, -3.661, 5.169)
H (1.626, -2.266, 6.168)
H (1.264, -2.044, 4.444)
H (-1.803, -3.649, 6.548)
H (-1.340, -2.270, 7.544)
H (-0.213, -3.624, 7.344)
C (6.160, -5.800, 1.742)
O (6.415, -6.905, 2.176)
N (5.249, -5.538, 0.784)
C (4.987, -4.191, 0.310)
C (4.505, -6.644, 0.209)
H (6.670, -4.893, 2.113)
H (3.941, -3.941, 0.487)
H (5.197, -4.139, -0.762)
H (5.617, -3.472, 0.832)
H (3.949, -7.162, 0.993)
H (5.195, -7.356, -0.246)
H (3.813, -6.274, -0.544)
C (2.212, -5.904, -5.118)
O (2.933, -4.931, -5.248)
N (0.876, -5.851, -4.962)
C (0.063, -7.043, -4.805)
C (0.236, -4.549, -4.950)
H (2.610, -6.932, -5.115)
H (-0.670, -7.097, -5.611)
H (-0.460, -7.007, -3.847)
H (0.688, -7.934, -4.834)
H (0.436, -4.035, -5.892)
H (0.651, -3.952, -4.137)
H (-0.837, -4.657, -4.813)
C (-1.722, -5.593, 0.386)
O (-2.027, -5.244, -0.739)
N (-0.722, -5.052, 1.109)
C (-0.400, -5.502, 2.450)
C (0.055, -3.979, 0.517)
H (-2.257, -6.400, 0.915)
H (-0.506, -4.672, 3.153)
H (0.629, -5.867, 2.478)
H (-1.068, -6.307, 2.750)
H (-0.614, -3.146, 0.269)
H (0.522, -4.332, -0.403)
H (0.817, -3.642, 1.204)
C (-1.825, 4.357, 1.314)
O (-1.362, 3.526, 0.528)
N (-2.369, 4.069, 2.490)
C (-2.901, 5.104, 3.367)
C (-2.440, 2.677, 2.916)
H (-1.821, 5.432, 1.085)
H (-2.367, 5.076, 4.318)
H (-3.960, 4.919, 3.538)
H (-2.782, 6.087, 2.921)
H (-1.434, 2.257, 2.968)
H (-3.019, 2.101, 2.194)
H (-2.910, 2.611, 3.893)
C (-2.767, 8.537, 2.105)
O (-3.846, 8.221, 2.573)
N (-1.948, 9.477, 2.602)
C (-0.674, 9.798, 1.986)
C (-2.357, 10.197, 3.800)
H (-2.366, 8.053, 1.195)
H (0.133, 9.620, 2.698)
H (-0.664, 10.848, 1.689)
H (-0.512, 9.180, 1.105)
H (-2.507, 9.493, 4.618)
H (-3.299, 10.713, 3.614)
H (-1.594, 10.920, 4.076)
C (-2.129, -2.337, 10.902)
O (-2.072, -3.089, 9.947)
N (-1.655, -1.075, 10.933)
C (-1.762, -0.243, 12.117)
C (-1.022, -0.531, 9.747)
H (-2.590, -2.644, 11.856)
H (-2.340, 0.653, 11.887)
H (-0.765, 0.049, 12.452)
H (-2.258, -0.787, 12.918)
H (-1.728, -0.541, 8.915)
H (-0.160, -1.143, 9.476)
H (-0.697, 0.490, 9.935)
C (-4.652, 1.078, -3.847)
O (-3.476, 1.282, -4.152)
N (-5.451, 1.970, -3.262)
C (-6.835, 1.667, -2.930)
C (-4.922, 3.290, -2.946)
H (-5.146, 0.115, -4.045)
H (-7.496, 2.359, -3.452)
H (-6.984, 1.770, -1.854)
H (-7.082, 0.650, -3.226)
H (-4.581, 3.777, -3.859)
H (-4.071, 3.192, -2.270)
H (-5.692, 3.895, -2.476)

The gap between HOMO and LUMO comes out at 7.02 eV. For the relative energy (zero: lowest compared OMol25 entry of this formula, charge and spin), the calculation gives 0.0 kJ/mol. Its total charge is +1. The value obtained for the total energy is -3666.70482 Ha. The calculation puts the molar mass at 1004.20 g/mol.

Löwdin population analysis, charges in e, atoms 1 to 99:
1. C 0.001
2. C -0.360
3. C -0.118
4. N -0.042
5. C -0.367
6. N 0.153
7. N 0.188
8. C -0.085
9. C -0.149
10. C -0.250
11. O -0.055
12. P 0.431
13. O -0.240
14. O -0.110
15. O -0.056
16. O -0.080
17. C -0.149
18. C -0.227
19. C -0.056
20. C -0.084
21. C -0.107
22. C -0.076
23. C -0.029
24. H 0.077
25. H 0.088
26. H 0.054
27. H 0.122
28. H 0.109
29. H 0.132
30. H 0.097
31. H 0.124
32. H 0.142
33. H 0.133
34. H 0.112
35. H 0.079
36. H 0.083
37. H 0.119
38. H 0.100
39. H 0.038
40. H 0.076
41. H 0.092
42. H 0.142
43. H 0.125
44. H 0.096
45. H 0.107
46. H 0.107
47. H 0.111
48. H 0.127
49. C -0.331
50. O -0.015
51. N -0.179
52. C -0.048
53. C -0.029
54. H 0.137
55. H 0.092
56. H 0.093
57. H 0.085
58. H 0.081
59. H 0.079
60. H 0.096
61. C -0.371
62. O 0.003
63. N -0.190
64. C -0.053
65. C -0.027
66. H 0.111
67. H 0.087
68. H 0.091
69. H 0.070
70. H 0.100
71. H 0.054
72. H 0.095
73. C -0.362
74. O 0.013
75. N -0.198
76. C -0.059
77. C -0.041
78. H 0.131
79. H 0.056
80. H 0.093
81. H 0.086
82. H 0.090
83. H 0.094
84. H 0.081
85. C -0.351
86. O 0.001
87. N -0.194
88. C -0.050
89. C -0.037
90. H 0.134
91. H 0.091
92. H 0.090
93. H 0.084
94. H 0.099
95. H 0.064
96. H 0.094
97. C -0.354
98. O 0.005
99. N -0.189